No. 1
17
Properties=species:S:1:pos:R:3:forces:R:3:mulliken_charge:R:1 method="wB97M-V/def2-TZVPD" gap_ev=8.48 spin_multiplicity=1 smiles="C=CO[C@H](C)C=C" total_charge=0 homo_energy_ha=-0.2738 max_force_ev_per_a=1.78
C 1.596920 0.909967 -0.738253 0.487 1.545 -0.741 -0.859
C 0.724135 1.736803 -0.155052 0.277 0.338 0.240 -0.064
O -0.597196 1.417107 -0.210784 0.166 0.092 -0.032 -0.412
C -0.811035 0.017476 -0.490432 0.029 -0.116 -0.025 0.353
C -2.025347 -0.463337 0.291684 -0.088 0.066 0.034 -1.393
C 0.387868 -0.879413 -0.129413 -0.537 -0.761 0.503 -0.255
C 0.902537 -1.076813 1.091639 -0.162 -0.150 -0.104 -0.695
H 1.218293 0.716363 -1.719333 0.078 -1.640 -0.464 0.340
H 2.622984 0.681562 -0.476499 0.033 0.833 -0.266 0.357
H 0.945177 2.652464 0.366662 -0.168 -0.152 0.866 0.415
H -1.008610 -0.062822 -1.569078 0.149 -0.115 0.199 0.271
H -2.907248 0.151647 0.097452 0.115 0.004 -0.023 0.354
H -1.793469 -0.455290 1.360846 -0.092 0.080 -0.140 0.341
H -2.254431 -1.499704 0.016472 0.060 0.209 0.012 0.375
H 0.647208 -1.581689 -0.921039 -0.132 -0.068 0.189 0.317
H 0.825129 -0.325796 1.881631 -0.255 -0.324 -0.140 0.278
H 1.527089 -1.938518 1.303500 0.041 0.160 -0.107 0.277

***

No. 2
17
Properties=species:S:1:pos:R:3:forces:R:3:mulliken_charge:R:1 method="wB97M-V/def2-TZVPD" gap_ev=10.19 spin_multiplicity=1 total_charge=0 homo_energy_ha=-0.3347 max_force_ev_per_a=3.32
C 1.785036 -0.629932 -0.124760 0.048 0.016 0.013 -1.419
C 0.739490 0.305532 0.452913 0.212 0.038 0.150 0.132
C 0.000353 1.301813 -0.482221 0.010 0.039 -0.056 -0.981
C -1.333856 0.930582 0.214205 -0.150 -0.047 0.014 0.053
O -2.150671 0.031224 -0.559818 0.017 -0.285 -0.414 -0.481
C -1.304223 -1.068385 -0.198793 2.439 -0.517 -2.193 -0.354
C -0.626028 -0.242832 0.929182 0.200 -0.330 -0.101 -0.041
H 2.102320 -1.372690 0.615986 -0.002 0.103 -0.083 0.330
H 2.666306 -0.061975 -0.439518 -0.061 -0.097 0.033 0.365
H 1.404057 -1.167602 -1.000266 0.128 0.122 0.147 0.317
H 1.174179 0.860533 1.289207 0.036 0.017 -0.052 0.404
H 0.330178 2.343301 -0.420068 -0.135 -0.161 0.028 0.327
H -0.023176 1.000233 -1.535204 0.052 0.024 0.158 0.279
H -1.904266 1.736745 0.695210 0.075 -0.391 -0.137 0.402
H -0.513896 -1.435524 -1.033499 -0.484 2.421 0.921 -0.059
H -1.590926 -2.080938 -0.401741 -2.276 -0.667 2.013 0.355
H -0.754883 -0.450081 1.999191 -0.110 -0.287 -0.441 0.372

***

No. 3
17
Properties=species:S:1:pos:R:3:forces:R:3:mulliken_charge:R:1 method="wB97M-V/def2-TZVPD" gap_ev=8.38 spin_multiplicity=1 smiles="C=CC(=C)C=C.O" total_charge=0 homo_energy_ha=-0.3187 max_force_ev_per_a=3.63
C -0.611182 1.592580 -0.894346 -0.180 -1.160 -2.848 -1.153
C -0.085831 0.346459 -1.226604 2.815 1.305 -1.881 0.064
C 0.079297 -0.867790 -0.444291 -1.666 -0.176 0.738 0.972
C 0.587007 -2.020674 -0.902142 -2.461 -1.077 1.399 -1.065
C -0.629992 -0.796751 0.858399 -0.290 -0.473 0.883 -0.185
C -0.956184 -1.878702 1.594109 -0.743 2.258 -0.538 -0.616
H -0.344152 2.427639 -1.637381 -0.732 -1.318 1.132 0.286
H -1.600151 1.711132 -0.386581 1.498 -0.007 0.442 0.378
H 0.554165 0.142235 -2.234848 -1.307 1.423 2.233 0.143
H 0.152070 -2.990773 -0.543984 1.104 0.983 0.622 0.164
H 1.004875 -2.250263 -1.807523 1.270 0.509 -2.419 0.372
H -0.883390 0.223030 1.168605 -0.070 -0.484 0.017 0.243
H -1.686205 -1.673451 2.460039 1.586 -1.242 -1.261 0.255
H -0.576815 -2.760052 1.064382 -0.824 -0.491 1.486 0.139
O 1.690112 2.929344 1.372858 3.173 0.648 0.220 -0.647
H 2.384034 3.067459 0.676512 -0.930 -0.213 1.097 0.321
H 0.922341 2.798584 0.882788 -2.242 -0.484 -1.321 0.329

***

No. 4
17
Properties=species:S:1:pos:R:3:forces:R:3:mulliken_charge:R:1 method="wB97M-V/def2-TZVPD" gap_ev=11.07 spin_multiplicity=1 smiles=C[C@H]1C[C@]2(CO2)C1 total_charge=0 homo_energy_ha=-0.3676 max_force_ev_per_a=0.45
C -1.830982 -0.339949 0.704152 -0.020 -0.014 0.036 -1.322
C -1.103878 0.102827 -0.563463 -0.141 0.006 -0.082 0.155
C 0.075353 -0.859800 -0.897861 0.062 -0.179 0.007 -0.800
C 0.938739 0.055606 -0.027965 0.016 -0.093 0.081 0.606
C 2.316723 0.075020 0.433515 0.370 0.122 -0.226 -0.551
O 1.281741 -0.421865 1.273269 -0.202 0.107 0.106 -0.463
C -0.039569 1.190348 -0.270766 0.110 0.130 -0.010 -0.707
H -1.105722 -0.551658 1.497504 -0.158 0.031 -0.095 0.283
H -2.516302 0.431280 1.073056 0.084 -0.076 -0.109 0.338
H -2.408316 -1.254598 0.526385 0.064 0.145 -0.008 0.336
H -1.812927 0.315538 -1.371682 0.174 -0.055 0.103 0.402
H 0.000512 -1.887543 -0.534018 -0.036 0.080 -0.099 0.351
H 0.334665 -0.848821 -1.962293 0.054 0.038 0.218 0.265
H 3.044229 -0.645826 0.064693 -0.117 -0.021 0.123 0.240
H 2.727941 1.025485 0.776958 0.040 -0.126 -0.181 0.230
H 0.323882 1.648482 -1.200491 -0.352 0.145 0.119 0.256
H -0.226083 1.965482 0.479009 0.051 -0.241 0.016 0.382

***

No. 5
17
Properties=species:S:1:pos:R:3:forces:R:3:mulliken_charge:R:1 method="wB97M-V/def2-TZVPD" gap_ev=9.93 spin_multiplicity=1 smiles="C1=CCCC1.C=O" total_charge=0 homo_energy_ha=-0.3339 max_force_ev_per_a=0.57
C 0.032345 -0.878585 -0.414804 -0.134 -0.005 0.135 -0.633
C -0.969084 -0.872564 0.463815 0.137 -0.013 -0.144 -0.310
C -1.814471 0.374704 0.355198 -0.045 0.030 0.021 -0.571
C -1.332684 1.012229 -0.968022 -0.033 0.048 -0.039 -0.588
C 0.041419 0.370079 -1.265604 0.020 0.014 -0.043 -0.434
H 0.801310 -1.643537 -0.480743 -0.168 0.098 0.013 0.519
H -1.153728 -1.647457 1.203659 0.052 0.111 -0.117 0.410
H -2.889371 0.159950 0.343521 0.155 0.028 0.017 0.340
H -1.637152 1.035542 1.215952 -0.022 -0.091 -0.101 0.240
H -2.033552 0.753942 -1.768861 0.100 0.024 0.102 0.235
H -1.286405 2.104462 -0.917971 -0.010 -0.166 -0.009 0.307
H 0.874203 1.027448 -0.972814 -0.105 -0.076 -0.028 0.171
H 0.180780 0.159011 -2.332161 -0.018 0.014 0.157 0.318
C 2.795766 -0.479349 1.388095 0.025 -0.387 -0.122 -0.031
O 2.848400 -1.624087 1.014327 0.033 0.535 0.186 -0.393
H 3.665672 0.020806 1.853088 -0.022 -0.066 -0.016 0.270
H 1.876547 0.127398 1.283333 0.036 -0.097 -0.012 0.151

***

No. 6
17
Properties=species:S:1:pos:R:3:forces:R:3:mulliken_charge:R:1 method="wB97M-V/def2-TZVPD" gap_ev=9.21 spin_multiplicity=1 total_charge=0 homo_energy_ha=-0.3066 max_force_ev_per_a=0.35
C -1.092428 -1.403106 -0.339821 -0.031 0.047 0.004 -1.380
C 0.287807 -0.850617 -0.027678 -0.049 -0.138 -0.039 0.288
C 0.982652 0.070526 -1.064019 0.050 -0.005 -0.125 -1.066
C 1.416587 0.989735 0.083130 0.316 -0.019 -0.107 0.279
O 0.494331 2.093787 0.263800 -0.122 0.029 0.130 -0.233
C -0.227480 1.498251 1.214735 0.290 -0.081 -0.038 -0.542
C 0.585846 0.196568 1.103870 0.039 -0.044 0.252 -0.152
H -1.533450 -1.905242 0.527782 0.070 0.086 -0.095 0.310
H -1.011466 -2.140959 -1.147961 -0.009 0.114 0.133 0.369
H -1.783929 -0.623227 -0.669996 0.134 -0.098 0.080 0.285
H 0.955308 -1.692456 0.190080 -0.070 0.121 -0.038 0.334
H 1.796722 -0.390026 -1.628901 -0.119 0.062 0.068 0.287
H 0.300673 0.571122 -1.758934 0.098 -0.045 0.115 0.311
H 2.450325 1.313886 0.198258 -0.091 -0.074 -0.043 0.412
H -2.588256 1.098236 0.232106 -0.204 0.066 -0.002 -0.006
H -2.121935 1.411094 0.738552 -0.310 -0.056 -0.160 0.092
H 0.930246 -0.196738 2.061101 0.008 0.037 -0.135 0.411

***

No. 7
17
Properties=species:S:1:pos:R:3:forces:R:3:mulliken_charge:R:1 method="wB97M-V/def2-TZVPD" gap_ev=9.44 spin_multiplicity=1 total_charge=0 homo_energy_ha=-0.3110 max_force_ev_per_a=0.47
C 1.438923 0.005576 -1.665589 0.049 0.013 -0.016 -1.499
C 0.547756 -0.694868 -0.657437 0.009 -0.011 -0.122 0.452
C 0.740892 -0.401583 0.855257 0.034 0.043 0.173 -0.805
C -0.791068 -0.413496 0.969084 -0.067 -0.233 0.002 0.287
C -0.895452 -0.154963 -0.523296 -0.064 -0.008 -0.134 -0.942
C -1.555305 1.753130 1.478582 -0.141 -0.241 0.378 -0.399
O -1.479105 0.515896 1.858504 0.079 0.283 -0.102 -0.290
H 2.464764 -0.377639 -1.650115 -0.121 0.035 0.024 0.364
H 1.471162 1.081242 -1.457933 0.005 -0.139 -0.027 0.357
H 1.043979 -0.126669 -2.679241 0.075 0.009 0.115 0.341
H 0.536850 -1.778507 -0.832646 0.032 0.183 0.039 0.293
H 1.296933 -1.125791 1.458374 -0.101 0.157 -0.079 0.292
H 1.139753 0.605697 1.020378 -0.100 -0.104 -0.080 0.299
H -1.167860 -1.388538 1.281518 0.018 0.089 -0.067 0.334
H -1.711639 -0.624144 -1.079405 0.135 0.046 0.072 0.333
H -0.900596 0.930001 -0.667468 -0.027 -0.176 -0.111 0.406
H -2.179987 2.194655 2.291431 0.184 0.056 -0.064 0.177

***

No. 8
17
Properties=species:S:1:pos:R:3:forces:R:3:mulliken_charge:R:1 method="wB97M-V/def2-TZVPD" gap_ev=10.53 spin_multiplicity=1 smiles="C=CCCC(C)=O" total_charge=0 homo_energy_ha=-0.3514 max_force_ev_per_a=0.38
C 2.671676 0.356325 0.334649 -0.089 0.045 -0.036 -0.753
C 1.534436 0.918462 -0.062801 0.118 -0.056 0.081 -0.094
C 0.694881 0.420667 -1.210837 0.041 0.007 -0.051 -0.711
C -0.429967 -0.495930 -0.718934 0.007 0.000 0.003 -0.640
C -1.360021 0.176875 0.278851 -0.039 0.128 0.023 0.849
C -2.259932 -0.733761 1.085275 -0.050 0.035 0.050 -1.244
O -1.382492 1.380491 0.420951 -0.025 -0.366 -0.077 -0.561
H 3.102864 -0.496468 -0.187914 -0.068 0.119 0.038 0.253
H 3.212469 0.723369 1.202994 -0.071 -0.029 -0.148 0.267
H 1.124707 1.760936 0.490736 0.097 -0.116 -0.061 0.328
H 1.319257 -0.136266 -1.919801 -0.086 0.074 0.115 0.402
H 0.256588 1.268347 -1.748925 0.069 -0.103 0.096 0.254
H -1.049075 -0.842382 -1.560148 0.062 0.055 0.132 0.354
H -0.008119 -1.399786 -0.260176 -0.087 0.127 -0.025 0.316
H -2.861459 -1.369364 0.425424 0.106 0.081 0.063 0.332
H -2.913465 -0.132947 1.720158 0.074 -0.096 -0.097 0.330
H -1.652349 -1.398569 1.710497 -0.061 0.097 -0.107 0.320

***

No. 9
17
Properties=species:S:1:pos:R:3:forces:R:3:mulliken_charge:R:1 method="wB97M-V/def2-TZVPD" gap_ev=9.06 spin_multiplicity=1 smiles="C/C=C(/C)CC=O" total_charge=0 homo_energy_ha=-0.3070 max_force_ev_per_a=1.28
C -2.101681 -0.242520 0.343219 -0.040 -0.006 -0.004 -1.080
C -0.777228 0.404794 0.603420 -0.152 0.871 -0.344 -0.246
C 0.266600 0.466569 -0.238018 -0.574 0.472 0.075 0.659
C 1.288704 1.565554 -0.152134 0.098 0.056 0.043 -1.248
C 0.557592 -0.795199 -1.030683 -0.068 0.020 0.169 -0.813
C 0.957698 -1.508853 0.263129 0.038 -0.977 0.173 0.143
O 0.193157 -1.895400 1.115926 0.754 -0.804 -0.648 -0.484
H -2.752999 0.615851 0.126440 -0.201 -0.259 0.052 0.332
H -2.125587 -0.896740 -0.531990 0.086 0.090 0.196 0.262
H -2.529920 -0.776211 1.195615 0.204 0.035 -0.045 0.299
H -0.705405 0.918961 1.560077 -0.232 0.692 -0.346 0.280
H 1.023039 2.326455 -0.899173 0.168 -0.086 0.121 0.289
H 1.250836 2.054183 0.827319 0.002 -0.049 -0.115 0.340
H 2.323349 1.266621 -0.357654 -0.176 -0.127 0.067 0.343
H 1.390663 -0.735333 -1.742178 -0.199 0.133 0.269 0.333
H -0.306040 -1.253545 -1.524405 0.165 0.114 0.286 0.267
H 2.047217 -1.515188 0.441098 0.127 -0.174 0.051 0.324

***

No. 10
17
Properties=species:S:1:pos:R:3:forces:R:3:mulliken_charge:R:1 method="wB97M-V/def2-TZVPD" gap_ev=9.24 spin_multiplicity=1 total_charge=0 homo_energy_ha=-0.3074 max_force_ev_per_a=0.31
C 2.137918 0.186570 -0.807226 0.003 -0.001 -0.021 -1.440
C 0.820769 0.060247 -0.103965 0.233 -0.125 -0.118 1.025
C 0.281020 -1.264985 0.453732 0.097 -0.088 0.067 -0.824
C -1.143140 -0.861302 -0.003329 -0.171 -0.098 0.058 -0.580
C -0.573191 0.450440 -0.630911 -0.100 0.184 -0.169 0.011
C -0.526501 1.555339 0.427814 0.223 -0.201 -0.084 -0.487
O 0.639741 1.115798 0.896273 -0.127 0.135 0.038 -0.284
H 2.962493 -0.017603 -0.115966 -0.094 0.002 -0.087 0.338
H 2.193438 -0.520885 -1.640121 -0.010 0.063 0.122 0.365
H 2.255420 1.201668 -1.199981 0.008 -0.153 0.040 0.350
H 0.674778 -2.131758 -0.085730 -0.049 0.136 0.062 0.288
H 0.441211 -1.405845 1.525932 -0.009 0.030 -0.152 0.263
H -1.880675 -0.709000 0.789173 0.137 0.004 -0.121 0.254
H -1.568472 -1.536021 -0.749612 0.065 0.124 0.106 0.277
H -0.838913 0.696412 -1.659274 0.044 -0.015 0.161 0.421
H -3.272339 1.463576 1.563856 -0.046 0.024 0.013 0.171
H -2.603562 1.717343 1.339341 -0.202 -0.018 0.084 -0.147